Record 1
The following is a DFT calculation (ωB97M-V/def2-TZVPD) of the molecule C26H29NO7.

```
63
Properties=species:S:1:pos:R:3
C -4.91433 -0.43318 2.20941
O -3.87444 -0.02684 1.33682
C -2.92100 0.75236 1.89012
O -2.94387 1.07345 3.05886
C -1.89234 1.16276 0.93799
C -0.93524 2.01031 1.37059
N -0.04297 2.60285 0.52545
C 1.20969 3.18375 0.97776
C 1.09788 3.86338 2.34291
C 2.28653 2.11323 1.01071
C 2.01495 0.84728 1.51443
C 3.00326 -0.12043 1.54844
C 4.27579 0.16992 1.08718
C 4.55496 1.43088 0.58754
C 3.56386 2.39640 0.54595
C -0.31153 2.53891 -0.81197
C -1.23132 1.70106 -1.33260
C -1.53301 1.78830 -2.76067
O -1.00589 2.56197 -3.53115
O -2.46540 0.89677 -3.14555
C -2.80201 0.91557 -4.52162
C -1.83058 0.61894 -0.47336
C -0.96257 -0.63246 -0.45181
C 0.33189 -0.63434 -0.93687
C 1.14462 -1.75907 -0.82962
O 2.44073 -1.77893 -1.28498
C 2.89146 -0.70869 -2.07722
C 0.64797 -2.91663 -0.21990
O 1.34021 -4.07582 0.00229
C 2.33320 -4.47687 -0.91416
C -0.67470 -2.91178 0.26519
O -1.08326 -4.08061 0.83564
C -2.38002 -4.13897 1.37297
C -1.46479 -1.78136 0.14373
H -5.44833 0.43712 2.59679
H -4.50684 -0.99388 3.05392
H -5.58093 -1.05831 1.62021
H -0.91600 2.31158 2.40624
H 1.49108 3.94205 0.23644
H 0.99062 3.13245 3.13994
H 0.25238 4.54727 2.36242
H 2.00753 4.42893 2.52883
H 1.02383 0.60669 1.87073
H 2.77372 -1.10382 1.92899
H 5.04584 -0.58607 1.11060
H 5.54453 1.66323 0.22244
H 3.78458 3.37739 0.14876
H 0.20855 3.24219 -1.44751
H -1.92655 0.67980 -5.13075
H -3.17157 1.90209 -4.81059
H -3.57422 0.16250 -4.65646
H -2.82978 0.35191 -0.82374
H 0.72429 0.25429 -1.40065
H 3.88674 -0.99729 -2.41327
H 2.24674 -0.55085 -2.94755
H 2.96417 0.22021 -1.50310
H 3.25413 -3.90143 -0.79492
H 2.52554 -5.52592 -0.68823
H 1.98661 -4.38659 -1.94717
H -2.47987 -5.14079 1.78824
H -2.52032 -3.40159 2.17049
H -3.14499 -3.98907 0.60334
H -2.47916 -1.77621 0.50303
```

**ΔE to the lowest compared entry with this formula, charge and spin**: 33.7 kcal/mol
**Structure (SMILES)**: COC(=O)C1=CN([C@@H](C)c2ccccc2)C=C(C(=O)OC)C1c1cc(OC)c(OC)c(OC)c1
**E_LUMO**: 0.44 eV
**Total energy**: -1589.564409 Ha
**HOMO energy**: -7.75 eV

Record 2
The following is a DFT calculation (ωB97M-V/def2-TZVPD) of a structure of composition C5H7N.

```
13
Properties=species:S:1:pos:R:3
C 2.02076 -0.87980 0.01669
C 1.51053 0.42277 0.20804
C 0.38706 1.23862 -0.17573
C -1.16863 -0.94931 -0.58477
C -1.31041 -0.25491 0.81433
H 2.44310 -2.15149 0.17986
H 0.58739 2.19596 0.48596
H 0.71158 1.32205 -1.32187
H -2.12864 -0.94377 -1.04462
H -0.06405 -1.47826 -0.62583
H -2.40447 -0.00510 0.90827
H -0.71230 -0.53820 1.69057
N -1.00978 0.59066 -0.27766
```

**ΔE to the lowest compared entry with this formula, charge and spin**: 190.6 kcal/mol
**E_LUMO**: 0.52 eV
**Total energy**: -249.169558 Ha
**HOMO energy**: -9.15 eV

Record 3
The following is a DFT calculation (ωB97M-V/def2-TZVPD) of a structure of composition C29H24KN2O2SSb.

```
60
Properties=species:S:1:pos:R:3
K -0.46388 0.25416 -0.02016
S -0.70379 -0.30414 3.31404
Sb 1.53943 -0.53424 3.26343
C 2.65263 1.16236 2.81988
C 1.94124 2.25034 2.33281
C 2.62982 3.38708 1.93054
C 4.01149 3.41943 2.01384
C 4.71949 2.33106 2.51245
C 4.03915 1.19470 2.92474
C 2.22797 -0.86171 5.28276
C 2.38960 0.23899 6.12100
C 2.78550 0.07343 7.44185
C 3.02665 -1.20166 7.93722
C 2.87080 -2.30423 7.11230
C 2.47169 -2.13265 5.78993
C 2.20417 -2.36534 2.46808
C 1.23094 -3.23781 2.00053
C 1.60883 -4.46661 1.47044
C 2.94813 -4.81996 1.41976
C 3.92111 -3.95158 1.89708
C 3.54555 -2.72159 2.42362
H 0.86571 2.20882 2.20739
H 2.06858 4.21113 1.50642
H 4.54809 4.29005 1.65745
H 5.80148 2.35957 2.55646
H 4.59491 0.34619 3.31106
H 2.21352 1.24109 5.74487
H 2.90576 0.93992 8.08063
H 3.33756 -1.33595 8.96691
H 3.05704 -3.30243 7.49022
H 2.35388 -3.00419 5.15462
H 0.18674 -2.94754 2.02730
H 0.85504 -5.13995 1.08306
H 3.23714 -5.77544 0.99738
H 4.96889 -4.22128 1.85184
H 4.31208 -2.04452 2.78526
O 1.72887 -0.44464 0.55188
C 2.75488 -0.16629 -0.11998
C 3.41435 -1.26358 -0.94445
C 4.59279 -0.53488 -1.56638
C 4.47703 0.87543 -0.97927
O 5.30274 1.74467 -1.19342
N 3.34949 1.01539 -0.19028
H 2.68274 -1.64948 -1.65665
H 3.68622 -2.09506 -0.29279
H 4.55031 -0.46339 -2.65384
H 5.56693 -0.94815 -1.30098
C 0.19289 5.96254 0.83762
C 0.38936 5.37316 -0.40674
C -0.06420 4.07802 -0.65184
C -0.73189 3.24318 0.28021
C -0.89338 3.91973 1.51814
C -0.46417 5.21534 1.80964
H 0.54534 6.96907 1.04482
H 0.90943 5.92429 -1.18682
H 0.13258 3.69541 -1.65441
H -1.39262 3.39651 2.33752
H -0.63374 5.64049 2.79588
N -2.54412 -1.72014 -2.81073
C -1.95989 -1.03163 -2.07276
```

**E_LUMO**: 3.98 eV
**Net charge**: -2
**Total energy**: -2617.863168 Ha
**HOMO energy**: -1.22 eV

Record 4
The following is a DFT calculation (ωB97M-V/def2-TZVPD) of the ion CH5NO2P with charge -1.

```
10
Properties=species:S:1:pos:R:3
C -1.09361 1.01034 0.66875
N 1.90278 -0.81656 -0.70686
O -0.78123 -1.63654 -0.50069
O 1.11962 0.37234 -0.78619
P -0.59781 0.15114 -0.95159
H -0.53790 1.91887 0.87067
H -0.95968 0.25845 1.58830
H -2.16671 1.32966 0.52662
H 1.79097 -0.99569 0.31898
H 1.32356 -1.59201 -1.02799
```

**ΔE to the lowest compared entry with this formula, charge and spin**: 0.0 kcal/mol
**Spin multiplicity**: 3
**E_LUMO (spin up / spin down)**: 4.61 / 3.22 eV
**Net charge**: -1
**Total energy**: -587.524385 Ha
**HOMO energy (spin up / spin down)**: 0.61 / -4.42 eV

Record 5
The following is a DFT calculation (ωB97M-V/def2-TZVPD) of the molecule C2H2N4.

```
8
Properties=species:S:1:pos:R:3
C -0.48877 0.66044 -0.03616
C -0.81911 -0.53624 -0.09814
N 0.34621 -1.38709 0.10622
N 1.48040 -0.94694 -0.07220
N 1.78166 0.40537 -0.04088
N 0.74554 1.12850 0.08657
H -1.24706 1.44609 -0.05699
H -1.79885 -0.77013 0.11158
```

**ΔE to the lowest compared entry with this formula, charge and spin**: 92.3 kcal/mol
**Structure (SMILES)**: c1cnnnn1
**E_LUMO**: -0.73 eV
**Total energy**: -296.277776 Ha
**HOMO energy**: -9.36 eV